Here is a molecular structure, C20H25Cl2N5O6RhSSi from the Open Molecules 2025 dataset. Energies are from the ωB97M-V functional and the def2-TZVPD basis.

Its charge is -1. The energy comes out at -87652.0377 eV. For the gap between HOMO and LUMO, the calculation gives 8.275 eV. Its multiplicity is 1. Its energy above the lowest of the compared OMol25 structures with the same formula, charge and spin is 0.0 kJ/mol.

CARTESIAN COORDINATES (ANGSTROEM)
Rh -1.0537 0.7315 -0.9075
N 3.3681 -4.3116 3.0972
C 2.4811 -3.2387 2.9505
C 2.3638 -2.5808 1.7261
C 1.4583 -1.5477 1.5762
C 0.6563 -1.1600 2.6383
C 0.7517 -1.8178 3.8527
C 1.6612 -2.8504 4.0096
S -0.4564 0.2037 2.4444
O 0.3219 1.4021 2.2948
O -1.3926 0.1346 3.5338
N -1.1601 -0.0652 1.0103
C -1.9491 -1.1608 0.7944
N -2.2506 -2.0710 1.7234
C -3.1017 -3.0138 1.3420
C -3.6653 -3.0813 0.0773
C -3.2459 -2.1162 -0.8266
N -2.3781 -1.1863 -0.4850
H 4.1345 -4.3073 2.4430
H 3.6856 -4.4631 4.0412
H 2.9842 -2.8774 0.8876
H 1.3693 -1.0431 0.6228
H 0.1000 -1.5230 4.6640
H 1.7309 -3.3711 4.9581
H -3.3498 -3.7583 2.0932
H -4.3757 -3.8496 -0.1889
H -3.6008 -2.0914 -1.8513
Cl 0.9623 0.3613 -5.3832
C -0.5466 -0.3532 -4.7623
Cl -1.9436 0.2018 -5.6932
C -0.6602 -0.0298 -3.2755
O -0.2086 -0.8670 -2.4745
O -1.1812 1.0609 -2.9187
H -0.4654 -1.4259 -4.8885
O -3.9934 1.1946 -0.5870
C -3.4086 2.2458 -0.4086
C -4.1071 3.5574 -0.0998
C -2.9682 4.5491 0.0295
C -1.7032 3.7321 -0.2279
O -0.6029 4.2346 -0.2146
N -2.0434 2.4123 -0.4605
H -4.6961 3.4280 0.8079
H -4.7995 3.7776 -0.9124
H -2.8784 4.9970 1.0189
H -2.9986 5.3610 -0.6966
C 3.4015 2.2372 -2.0522
Si 2.4301 0.9625 -1.0554
C 3.2806 0.7953 0.6240
C 2.6520 -0.6793 -1.9584
C 0.7178 1.7233 -0.8954
H 4.4573 1.9597 -2.1291
H 3.3377 3.2215 -1.5830
H 2.9936 2.3205 -3.0630
H 4.0800 1.5365 0.7080
H 3.7286 -0.1933 0.7530
H 2.5801 0.9601 1.4436
H 3.6782 -1.0293 -1.8100
H 2.4850 -0.5582 -3.0307
H 1.9653 -1.4567 -1.6242
H 0.6379 2.4493 -1.7127
H 0.7300 2.3279 0.0107

Here is 5 unconnected molecules or ions with the total composition C20H25F15O10 in a non-equilibrium geometry from the Open Molecules 2025 dataset. Energies are from the ωB97M-V functional and the def2-TZVPD basis.

Its SMILES is CCOC(=O)C(F)(F)F.CCOC(=O)C(F)(F)F.CCOC(=O)C(F)(F)F.CCOC(=O)C(F)(F)F.CCOC(=O)C(F)(F)F. Its charge is 0. The energy comes out at -82380.9373 eV. For the gap between HOMO and LUMO, the calculation gives 11.556 eV. Its multiplicity is 1. Its energy above the lowest of the compared OMol25 structures with the same formula, charge and spin is 373.1 kJ/mol.

CARTESIAN COORDINATES (ANGSTROEM)
C 2.9777 -1.9236 1.5437
C 1.5745 -1.3351 1.8746
O 1.3617 -0.1683 1.0431
C 0.3135 0.7999 1.2949
O -0.4636 0.7021 2.2685
C 0.2897 2.0490 0.3951
F 0.3362 3.1677 1.0857
F 1.2686 2.0291 -0.5219
F -0.8896 2.0916 -0.2464
H 3.0848 -2.2453 0.5078
H 3.0781 -2.7782 2.2127
H 3.7774 -1.2759 1.9029
H 1.4627 -1.1576 2.9442
H 0.7982 -2.0736 1.6744
C -3.1196 1.6926 -10.0351
C -2.1143 0.8231 -9.2850
O -1.7572 1.4640 -8.0557
C -0.7548 2.3289 -7.9219
O 0.0176 2.5977 -8.8291
C -0.5549 3.0865 -6.6085
F -0.7266 4.4049 -6.7152
F -1.3303 2.7316 -5.6418
F 0.7181 2.9856 -6.2168
H -3.5228 1.0373 -10.8073
H -2.6680 2.5775 -10.4836
H -3.9416 1.9066 -9.3521
H -1.2066 0.7451 -9.8834
H -2.5321 -0.1603 -9.0696
C 6.7420 -4.0264 -4.0550
C 7.5957 -3.7649 -2.8292
O 8.6426 -2.7714 -3.1595
C 8.6809 -1.5909 -2.4537
O 7.9014 -1.1761 -1.5737
C 9.9097 -0.7612 -2.9000
F 10.1843 0.2046 -1.9508
F 11.0419 -1.5285 -3.0209
F 9.7030 -0.1072 -4.0145
H 6.0051 -4.7452 -3.6967
H 7.2293 -4.4952 -4.9099
H 6.2209 -3.1182 -4.3578
H 8.0109 -4.7185 -2.5030
H 6.8407 -3.4405 -2.1131
C -4.0795 -4.5304 7.3847
C -4.9732 -5.0773 6.2008
O -4.1339 -5.2877 4.9992
C -4.7937 -5.8217 3.8692
O -5.9978 -6.1695 3.8666
C -3.8407 -5.9437 2.6753
F -3.3976 -7.1834 2.5361
F -4.5195 -5.5632 1.5558
F -2.7615 -5.0979 2.7539
H -4.6731 -3.8428 7.9872
H -3.3939 -3.8609 6.8654
H -3.4826 -5.2263 7.9741
H -5.7750 -4.3808 5.9558
H -5.4476 -5.9884 6.5653
C -4.7502 5.2365 6.7091
C -4.4995 4.8542 5.2617
O -3.8794 5.9729 4.5753
C -2.5429 6.2689 4.7743
O -1.6721 5.6814 5.5077
C -2.0932 7.5306 3.9558
F -1.0297 7.2645 3.1658
F -3.0652 8.0348 3.2228
F -1.7393 8.4228 4.8794
H -5.7253 4.9156 7.0756
H -4.6729 6.2733 7.0365
H -3.9091 4.9082 7.3197
H -5.4372 4.5654 4.7871
H -3.8995 3.9816 5.0033

Here is 5 unconnected molecules or ions with the total composition C20H25F15O10 in a non-equilibrium geometry from the Open Molecules 2025 dataset. Energies are from the ωB97M-V functional and the def2-TZVPD basis.

Its SMILES is CCOC(=O)C(F)(F)F.CCOC(=O)C(F)(F)F.CCOC(=O)C(F)(F)F.CCOC(=O)C(F)(F)F.CCOC(=O)C(F)(F)F. Its charge is 0. The energy comes out at -82381.1452 eV. For the gap between HOMO and LUMO, the calculation gives 11.418 eV. Its multiplicity is 1. Its energy above the lowest of the compared OMol25 structures with the same formula, charge and spin is 353.1 kJ/mol.

CARTESIAN COORDINATES (ANGSTROEM)
C -3.7464 -1.9787 7.8025
C -2.6145 -0.9247 7.7263
O -2.9170 0.0425 8.6961
C -2.0808 1.0564 8.9112
O -1.1017 1.3397 8.1690
C -2.2639 1.7453 10.2518
F -2.4697 3.0159 10.1328
F -3.2415 1.2630 11.0058
F -1.0751 1.5897 10.8774
H -4.7367 -1.5870 7.5699
H -3.9771 -2.4304 8.7673
H -3.4939 -2.8129 7.1480
H -2.5863 -0.4953 6.7248
H -1.6809 -1.4059 8.0177
C -2.7855 0.2641 0.4463
C -4.1206 -0.4135 0.9026
O -4.6184 0.3098 2.0040
C -5.2518 1.5477 1.7255
O -5.5897 1.9255 0.6057
C -5.3517 2.4945 2.9085
F -5.0131 1.9468 4.1071
F -4.5568 3.4373 2.6141
F -6.4976 2.9679 3.0608
H -2.2872 -0.2790 -0.3567
H -2.0148 0.2964 1.2165
H -2.9339 1.2457 -0.0038
H -3.9708 -1.3671 1.4090
H -4.8721 -0.5034 0.1183
C -1.9651 -0.2185 -11.1235
C -3.0851 -1.0289 -10.2752
O -3.1326 -0.6792 -8.8921
C -3.9913 -1.3893 -8.0851
O -4.6843 -2.3320 -8.4483
C -3.8889 -0.9969 -6.6147
F -3.4336 0.1885 -6.3116
F -5.1310 -1.0070 -6.1743
F -3.2446 -1.8803 -5.8445
H -1.6995 -0.4911 -12.1449
H -1.0914 -0.0613 -10.4911
H -2.1845 0.8476 -11.1806
H -2.9807 -2.0990 -10.4542
H -4.0917 -0.8338 -10.6451
C 3.5444 0.1955 3.5828
C 4.8019 -0.3117 2.8765
O 4.4420 -1.5765 2.3530
C 5.3238 -2.3472 1.7796
O 6.5478 -2.0701 1.6999
C 4.7680 -3.6623 1.2066
F 5.5459 -4.6337 1.6743
F 3.4810 -3.9082 1.5357
F 4.9463 -3.5688 -0.0904
H 3.5167 -0.0257 4.6498
H 2.6932 -0.1832 3.0170
H 3.5646 1.2850 3.5572
H 5.4858 -0.4062 3.7200
H 5.2318 0.2280 2.0326
C 7.3886 2.7189 -3.5501
C 6.4384 2.0327 -2.5616
O 5.7602 1.0345 -3.2596
C 4.3773 1.0097 -3.3765
O 3.6245 1.7129 -2.7115
C 3.9498 -0.0095 -4.4299
F 3.1200 0.6123 -5.3378
F 4.9060 -0.4934 -5.1741
F 3.2879 -1.0098 -3.8772
H 6.8519 3.3883 -4.2223
H 8.0042 1.9820 -4.0659
H 8.1534 3.3392 -3.0826
H 5.7736 2.7765 -2.1223
H 6.9249 1.5820 -1.6966

Here is 3 unconnected molecules or ions with the total composition C20H25F3NO in a non-equilibrium geometry from the Open Molecules 2025 dataset. Energies are from the ωB97M-V functional and the def2-TZVPD basis.

Its charge is +1. The energy comes out at -32824.3312 eV. For the gap between HOMO and LUMO, the calculation gives 8.325 eV. Its multiplicity is 1.

CARTESIAN COORDINATES (ANGSTROEM)
C -0.9517 -1.4787 4.0239
C -0.6433 -2.4888 2.7709
F 0.5291 -3.3453 3.1692
C -0.2587 -1.7554 1.3581
N -0.3653 -0.2552 1.2122
C -1.3933 0.1014 0.1216
C -2.2116 -1.3052 -0.1584
C -1.0373 -2.4476 0.0921
C -0.2259 -2.7404 -1.3031
C -1.1410 -3.8346 -2.1723
O -2.0569 -3.4657 -3.0881
H -1.9841 -0.9197 3.9603
H -1.0106 -2.1614 4.9970
H -0.0652 -0.7069 4.2056
H -1.5770 -3.1818 2.5892
H 0.8618 -2.0435 1.1832
H 0.5344 -0.0250 0.6950
H -0.2896 0.3698 2.0441
H -0.8116 0.5368 -0.8171
H -2.2371 0.7776 0.6011
H -3.0510 -1.5906 0.6310
H -2.6394 -1.2258 -1.2657
H -1.5622 -3.4599 0.4259
H 0.8197 -3.2604 -1.1399
H -0.0930 -1.7160 -1.8587
H -0.9028 -4.9812 -1.9705
F -0.8162 3.6105 -3.7292
C -0.8178 2.3714 -4.2385
C -1.4766 1.3530 -3.5584
C -1.4829 0.0638 -4.0909
C -0.8203 -0.1950 -5.2933
C -0.1577 0.8329 -5.9658
C -0.1610 2.1241 -5.4388
H -1.9787 1.5711 -2.6215
H -2.0017 -0.7377 -3.5709
H -0.8217 -1.2016 -5.7060
H 0.3608 0.6281 -6.8994
H 0.3414 2.9367 -5.9529
F 0.9116 0.9034 3.5522
C 1.8484 1.8297 3.3096
C 1.9682 2.9214 4.1625
C 2.9469 3.8835 3.9132
C 3.7886 3.7485 2.8064
C 3.6572 2.6517 1.9533
C 2.6858 1.6842 2.2092
H 1.3001 3.0139 5.0125
H 3.0539 4.7367 4.5785
H 4.5489 4.5014 2.6098
H 4.3107 2.5509 1.0902
H 2.5757 0.8208 1.5616